A 2-piece molecular cluster, C4H12 overall at a distorted geometry, computed with wB97M-V/def2-TZVPD.

Positions of all 16 atoms, in Å:
C 0.4725 -1.8467 1.1931
C -0.8464 -1.9035 0.4149
C 0.0395 1.7643 -1.5826
C 0.3465 1.9928 -0.0796
H 0.8191 1.8339 -2.1921
H 0.2832 -1.3728 2.2082
H -1.2246 -2.9723 0.1802
H 1.3262 -1.3788 0.7188
H 0.7845 1.0069 0.5743
H -0.5003 2.4365 0.3544
H -0.8159 2.4823 -1.6663
H -0.7939 -1.2494 -0.5058
H -1.6072 -1.5629 1.0622
H 0.8995 -2.9243 1.3645
H -0.1704 0.6988 -1.6338
H 0.9264 2.9608 -0.1391

Results
Energy, Eh: -159.517293
HOMO level, eV: -11.08
Lowest unoccupied orbital energy, eV: 1.16
Relative energy (zero: lowest compared OMol25 entry of this formula, charge and spin), kcal per mole: 42.5
2S+1: 1
HOMO-LUMO gap, eV: 12.247